1.
This record from the Open Molecules 2025 dataset describes a 2-piece molecular cluster, C2H2FI overall. The level of theory is the ωB97M-V functional and the def2-TZVPD basis.

strongest force on any atom = 4.722 eV Å⁻¹
electronic energy = -474.84498 Ha
LUMO = -0.561 eV
ΔE to the lowest compared entry with this formula, charge and spin = 188.9 kJ/mol
highest occupied orbital energy = -0.375 Eh

```
! wB97M-V def2-TZVPD RIJCOSX def2/J DEFGRID3
* xyz 0 1
C -0.814 0.291 -0.005
C 0.433 -0.115 -0.080
F 0.465 -1.981 -0.025
I 2.363 0.675 -0.034
H -0.685 1.344 -0.015
H -1.762 -0.214 0.159
*
```

2.
This record from the Open Molecules 2025 dataset describes a 2-piece molecular cluster, C3H8NOS overall. The level of theory is the ωB97M-V functional and the def2-TZVPD basis.

strongest force on any atom = 4.967 eV Å⁻¹
electronic energy = -646.86859 Ha
LUMO (alpha / beta) = -5.297 / -5.297 eV
ΔE to the lowest compared entry with this formula, charge and spin = 409.2 kJ/mol
highest occupied orbital energy (alpha / beta) = -0.423 / -0.422 Eh

```
! wB97M-V def2-TZVPD RIJCOSX def2/J DEFGRID3
* xyz 1 1
C 3.535 -2.301 0.805
C -2.419 1.346 -1.494
C -1.405 0.750 0.678
N -1.559 1.565 -0.526
O 2.622 -1.408 0.905
S 1.771 -0.799 -0.309
H 3.883 -2.819 -0.100
H 4.154 -2.701 1.674
H -2.434 1.784 -2.465
H -3.171 0.561 -1.544
H -1.909 -0.156 0.544
H -0.237 0.518 0.872
H -1.777 1.247 1.636
H -1.055 2.412 -0.676
*
```

3.
This record from the Open Molecules 2025 dataset describes a 4-piece molecular cluster, C29H32FN3 overall. The level of theory is the ωB97M-V functional and the def2-TZVPD basis.

strongest force on any atom = 0.592 eV Å⁻¹
electronic energy = -1388.25688 Ha
LUMO = 0.336 eV
SMILES = C#C[C@](F)(C#N)[C@H](C#N)CCCCCN.c1ccccc1.c1ccccc1.c1ccccc1
highest occupied orbital energy = -0.334 Eh

```
! wB97M-V def2-TZVPD RIJCOSX def2/J DEFGRID3
* xyz 0 1
C 2.951 -1.921 -0.262
C 2.730 -0.893 -0.828
C 2.377 0.364 -1.489
F 3.081 0.508 -2.668
C 2.770 1.465 -0.573
N 3.025 2.284 0.185
C 0.864 0.501 -1.807
C 0.115 0.376 -0.560
N -0.447 0.307 0.437
C 0.399 -0.419 -2.943
C 0.113 -1.897 -2.615
C -1.371 -2.289 -2.645
C -2.195 -1.947 -1.385
C -3.083 -0.710 -1.507
N -4.370 -0.937 -0.826
H 3.116 -2.844 0.238
H 0.735 1.531 -2.144
H -0.484 0.014 -3.408
H 1.199 -0.375 -3.678
H 0.531 -2.190 -1.655
H 0.603 -2.495 -3.381
H -1.392 -3.371 -2.763
H -1.847 -1.832 -3.512
H -1.531 -1.873 -0.526
H -2.855 -2.791 -1.183
H -2.625 0.162 -1.043
H -3.225 -0.476 -2.569
H -5.007 -0.191 -1.082
H -4.763 -1.801 -1.184
C -7.153 -4.430 -2.084
C -5.765 -4.451 -2.095
C -5.074 -5.259 -1.204
C -5.771 -6.053 -0.304
C -7.159 -6.035 -0.295
C -7.850 -5.222 -1.183
H -7.691 -3.797 -2.778
H -5.220 -3.835 -2.801
H -3.991 -5.271 -1.209
H -5.233 -6.684 0.391
H -7.703 -6.653 0.407
H -8.932 -5.206 -1.172
C 3.841 8.005 1.572
C 4.786 8.161 0.567
C 5.108 7.089 -0.255
C 4.482 5.863 -0.074
C 3.536 5.707 0.929
C 3.217 6.778 1.753
H 3.591 8.839 2.214
H 5.272 9.118 0.424
H 5.848 7.210 -1.036
H 4.732 5.026 -0.714
H 3.052 4.750 1.066
H 2.482 6.655 2.538
C 3.974 0.544 5.504
C 3.157 -0.578 5.480
C 2.364 -0.835 4.371
C 2.393 0.026 3.282
C 3.212 1.147 3.303
C 4.000 1.407 4.417
H 4.590 0.747 6.371
H 3.136 -1.250 6.329
H 1.718 -1.704 4.357
H 1.768 -0.169 2.419
H 3.230 1.816 2.455
H 4.635 2.284 4.436
*
```

4.
This record from the Open Molecules 2025 dataset describes C3H8N3 as an isolated structure. The level of theory is the ωB97M-V functional and the def2-TZVPD basis.

strongest force on any atom = 5.747 eV Å⁻¹
electronic energy = -283.07956 Ha
LUMO = -3.809 eV
ΔE to the lowest compared entry with this formula, charge and spin = 221.1 kJ/mol
highest occupied orbital energy = -0.547 Eh

```
! wB97M-V def2-TZVPD RIJCOSX def2/J DEFGRID3
* xyz 1 1
C 1.027 1.223 0.114
C 1.507 -0.210 0.225
C -0.979 0.343 -0.430
N -0.171 1.387 -0.211
N -2.021 0.074 0.346
N 0.378 -1.029 -0.191
H 1.683 2.053 0.313
H 2.384 -0.345 -0.408
H 1.802 -0.404 1.260
H -1.333 0.157 -1.788
H -2.820 -0.431 0.005
H -2.036 0.381 1.307
H 0.529 -1.523 -1.063
H 0.049 -1.675 0.520
*
```